This record from the OMol25 dataset describes a cluster of 14 separate species, C60H158N10O18 in total in a non-equilibrium geometry. The level of theory is the ωB97M-V functional and the def2-TZVPD basis.

Its charge is +1. The calculation puts the frontier orbital gap (alpha / beta) at 7.746 / 2.365 eV. Its energy is -4281.95187 Eh. The calculation puts the HOMO energy (alpha / beta) at -9.76 / -9.76 eV. As for the LUMO energy (alpha / beta): -2.02 / -7.40 eV. As for the multiplicity: 2.

The geometry in XYZ format:
```
246
C60H158N10O18, DFT the ωB97M-V functional and the def2-TZVPD basis
C -1.01 16.41 23.05
C 0.03 15.31 23.20
C 1.51 15.81 23.04
O -0.18 14.71 24.43
H -2.02 16.03 23.17
H -1.00 16.86 22.05
H -0.96 17.16 23.83
H -0.29 14.54 22.49
H 1.63 16.32 22.09
H 2.20 14.98 23.21
H 1.71 16.55 23.82
H 0.60 14.16 24.55
C 6.05 11.70 23.76
C 7.52 11.47 24.05
C 7.81 11.91 25.48
O 7.82 10.08 23.87
H 5.51 11.01 24.40
H 5.86 11.61 22.69
H 5.81 12.74 23.98
H 8.10 12.14 23.40
H 7.50 12.95 25.59
H 8.87 11.89 25.72
H 7.24 11.35 26.23
H 7.09 9.49 23.70
C 9.27 12.37 20.30
C 10.58 11.68 20.50
C 10.58 10.15 20.61
O 11.47 12.11 19.47
H 8.51 11.92 20.93
H 8.93 12.20 19.28
H 9.29 13.42 20.59
H 10.90 12.03 21.48
H 11.53 9.77 20.96
H 10.21 9.71 19.68
H 9.87 9.93 21.40
H 12.25 12.36 19.97
C 0.48 9.60 18.85
C 1.09 8.83 17.69
C 0.19 7.68 17.10
O 1.61 9.61 16.75
H 1.10 10.40 19.25
H 0.45 8.92 19.70
H -0.51 10.00 18.63
H 2.04 8.45 18.07
H 0.12 6.96 17.92
H 0.61 7.12 16.27
H -0.77 8.12 16.84
H 1.02 9.55 16.00
C 1.63 10.96 8.24
O 1.42 11.67 9.46
C 0.10 11.89 9.84
C -0.08 12.83 11.10
N 0.63 12.36 12.31
C 0.58 13.34 13.41
C 1.50 13.00 14.58
O 1.85 14.21 15.24
C 2.94 14.09 16.18
H 1.15 9.99 8.11
H 2.70 10.77 8.13
H 1.33 11.56 7.38
H -0.46 10.97 9.97
H -0.37 12.35 8.97
H -1.15 12.90 11.30
H 0.35 13.81 10.86
H 1.58 12.14 12.04
H -0.45 13.32 13.78
H 0.95 14.30 13.07
H 2.34 12.38 14.28
H 0.92 12.40 15.28
H 3.68 13.42 15.73
H 2.73 13.70 17.17
H 3.39 15.06 16.37
C 6.15 11.64 15.30
O 5.68 10.31 15.16
C 4.38 10.18 14.59
C 3.88 8.71 14.63
N 4.66 7.85 13.74
C 4.57 6.48 14.24
C 5.29 5.60 13.37
O 6.70 5.72 13.62
C 7.41 4.72 12.83
H 7.22 11.67 15.48
H 5.65 12.22 16.07
H 6.04 12.19 14.36
H 4.48 10.52 13.55
H 3.71 10.83 15.16
H 2.87 8.63 14.24
H 3.85 8.43 15.68
H 5.62 8.11 13.91
H 3.56 6.13 14.02
H 4.82 6.33 15.29
H 5.08 5.86 12.33
H 4.93 4.59 13.60
H 8.43 4.98 12.57
H 6.99 4.55 11.84
H 7.46 3.84 13.47
C 8.61 7.26 21.88
O 9.33 6.26 21.14
C 10.72 6.53 20.94
C 11.26 5.53 19.82
N 11.14 4.14 20.25
C 11.62 3.25 19.16
C 11.36 1.75 19.38
O 9.99 1.53 19.18
C 9.48 0.17 19.39
H 8.13 7.97 21.20
H 9.31 7.86 22.48
H 7.76 6.84 22.40
H 11.32 6.38 21.83
H 10.73 7.55 20.56
H 12.33 5.67 19.66
H 10.70 5.72 18.90
H 10.16 3.94 20.37
H 12.67 3.45 18.92
H 11.07 3.48 18.24
H 11.68 1.33 20.33
H 12.04 1.28 18.67
H 9.91 -0.63 18.78
H 8.40 0.10 19.25
H 9.67 -0.05 20.44
C 9.77 5.25 24.97
O 9.21 5.69 26.13
C 9.38 7.11 26.29
C 8.30 7.95 27.09
N 7.22 8.55 26.26
C 6.45 7.42 25.66
C 5.15 7.83 24.96
O 5.43 8.33 23.67
C 4.35 8.71 22.81
H 10.85 5.37 24.94
H 9.28 5.73 24.12
H 9.60 4.17 24.91
H 9.60 7.69 25.39
H 10.32 7.26 26.83
H 8.92 8.72 27.55
H 7.98 7.36 27.94
H 7.62 9.14 25.54
H 6.17 6.67 26.40
H 7.16 7.00 24.95
H 4.60 8.57 25.53
H 4.43 7.01 24.98
H 3.78 7.88 22.40
H 4.76 9.36 22.04
H 3.64 9.39 23.29
C -0.97 14.31 17.89
C -0.47 15.41 18.86
C -0.12 16.66 18.01
O 0.41 17.73 18.88
C 0.57 18.98 18.24
N -1.59 15.70 19.75
H -1.98 14.44 17.50
H -1.00 13.29 18.27
H -0.31 14.20 17.03
H 0.44 15.17 19.41
H -1.04 16.98 17.52
H 0.61 16.39 17.24
H -0.34 19.28 17.71
H 1.34 18.84 17.49
H 0.99 19.80 18.83
H -1.28 15.52 20.70
H -1.73 16.70 19.72
C 6.87 14.20 18.01
C 6.63 15.43 17.10
C 6.01 16.59 17.81
O 4.69 16.15 18.17
C 3.96 17.18 18.79
N 7.86 15.65 16.34
H 7.22 13.35 17.42
H 5.91 13.91 18.43
H 7.67 14.34 18.74
H 5.88 15.09 16.39
H 5.94 17.47 17.18
H 6.57 16.85 18.71
H 3.06 16.67 19.15
H 3.64 17.89 18.03
H 4.54 17.63 19.60
H 8.53 16.12 16.94
H 8.26 14.74 16.50
C 5.48 14.62 21.42
C 6.09 15.60 22.44
C 6.89 16.72 21.74
O 8.16 16.17 21.21
C 9.12 15.76 22.16
N 5.01 16.11 23.27
H 4.82 13.85 21.82
H 6.18 14.01 20.86
H 4.83 15.11 20.69
H 6.70 15.11 23.19
H 7.15 17.47 22.48
H 6.39 17.31 20.97
H 9.45 16.65 22.70
H 10.03 15.39 21.67
H 8.73 15.00 22.84
H 5.03 17.07 23.57
H 4.65 15.63 24.08
C 9.52 5.87 16.35
C 8.33 6.56 17.07
C 8.20 8.14 16.76
O 9.37 8.88 17.19
C 9.31 10.26 16.84
N 7.20 5.84 16.61
H 9.67 4.84 16.68
H 10.46 6.36 16.60
H 9.32 5.84 15.28
H 8.47 6.43 18.14
H 7.41 8.53 17.40
H 8.03 8.27 15.69
H 9.22 10.38 15.76
H 10.15 10.79 17.29
H 8.47 10.71 17.37
H 7.35 4.87 16.85
H 7.18 5.80 15.60
C 5.65 6.32 20.14
C 4.40 6.00 19.23
C 3.00 6.37 19.72
O 2.64 5.75 20.97
C 1.23 5.90 21.20
N 4.63 6.58 17.93
H 5.49 5.90 21.13
H 5.69 7.40 20.32
H 6.58 6.00 19.67
H 4.44 4.91 19.16
H 2.32 6.12 18.90
H 2.93 7.45 19.87
H 0.60 5.50 20.41
H 0.96 6.91 21.49
H 1.07 5.30 22.10
H 5.54 6.42 17.52
H 4.72 7.57 18.09
C 5.96 10.67 19.54
C 4.53 10.38 19.08
C 3.73 11.70 18.91
O 3.41 12.19 20.24
C 2.62 13.33 20.17
N 4.49 9.62 17.85
H 6.48 9.72 19.73
H 5.97 11.10 20.55
H 6.42 11.33 18.81
H 4.07 9.76 19.85
H 2.81 11.44 18.38
H 4.33 12.39 18.32
H 1.69 13.05 19.69
H 2.97 14.12 19.50
H 2.48 13.80 21.14
H 3.62 9.81 17.38
H 5.22 9.90 17.21
```